Below is a 13-piece molecular cluster, C36H102N20O13 overall, with properties calculated with the ωB97M-V functional and the def2-TZVPD basis.

Structure (XYZ):
```
171
Properties=species:S:1:pos:R:3:mulliken_charge:R:1
C -16.24239 0.46028 31.25405 -1.992
C -15.70958 -0.97499 31.28590 1.578
C -15.30608 -1.37664 29.86631 -1.200
C -14.52375 -2.67498 29.77970 -0.750
C -13.31548 -2.68298 30.74645 0.029
C -13.68289 -2.18794 32.16040 2.780
N -14.51732 -0.99858 32.13150 0.102
O -14.76015 -0.52168 33.42273 -0.476
C -14.23951 -3.36899 32.98185 -1.933
C -12.33625 -1.80231 32.80556 -1.842
C -16.87078 -1.90685 31.75423 -1.623
H -16.57722 0.76497 32.24138 0.403
H -17.05634 0.55265 30.53253 0.422
H -15.44354 1.09454 30.86419 0.421
H -16.23474 -1.43337 29.29080 0.431
H -14.70955 -0.58950 29.39362 0.191
H -14.05287 -2.77331 28.79642 0.438
H -15.14670 -3.55558 29.95690 0.294
H -12.60982 -1.94791 30.35423 -0.161
H -12.91210 -3.69056 30.77309 -0.500
H -13.67758 -4.29198 32.85767 0.241
H -14.34763 -3.07309 34.02984 0.503
H -15.27059 -3.63045 32.72517 0.369
H -11.53548 -2.47192 32.47571 -0.129
H -12.01553 -0.78972 32.55783 0.436
H -12.33689 -1.89997 33.89411 0.466
H -17.78740 -1.53075 31.29666 0.475
H -16.95357 -1.90276 32.83884 0.192
H -16.76277 -2.90591 31.33532 0.404
H -15.37197 -1.12799 33.87126 0.377
C -4.11230 -5.08606 26.29289 0.553
O -3.13117 -4.88540 26.95493 -0.559
N -4.18205 -5.95966 25.20009 -0.441
N -5.34820 -4.51211 26.53013 -0.061
H -5.10796 -6.29089 25.01104 0.155
H -3.31985 -6.42755 25.00187 0.250
H -6.12196 -4.67360 25.91595 0.098
H -5.45125 -3.93561 27.34843 0.019
C -4.76497 -1.97618 28.89789 0.141
O -3.76034 -2.65127 28.79877 -0.657
N -4.90811 -0.68044 28.46072 -0.159
N -5.98162 -2.49620 29.31146 0.479
H -4.06037 -0.15890 28.31281 0.259
H -5.64670 -0.16409 28.91618 0.115
H -5.98921 -3.32050 29.88939 0.075
H -6.74832 -1.84498 29.42102 -0.309
C -8.69004 0.40129 29.81390 0.314
O -7.64868 -0.08727 29.37161 -0.486
N -9.17573 0.17093 31.06603 0.560
N -9.53046 1.15679 29.06028 -0.413
H -9.99032 0.70181 31.31472 0.309
H -8.65240 -0.32070 31.77203 -0.899
H -9.28915 1.35889 28.10639 0.233
H -10.49966 1.23639 29.32464 0.067
C -7.71364 -8.11005 27.42515 0.614
O -6.58081 -7.78853 27.70045 -0.560
N -8.48589 -8.97543 28.17067 -0.494
N -8.36514 -7.60692 26.31871 -0.327
H -9.47484 -9.02287 27.99587 0.215
H -8.22404 -9.14909 29.12472 0.227
H -9.32044 -7.85100 26.14410 0.167
H -7.85534 -6.95071 25.76191 0.179
C -6.95974 -0.38786 25.35133 0.584
O -6.56172 0.74886 25.54855 -0.660
N -7.43966 -1.14264 26.38111 0.192
N -6.92760 -0.99171 24.13037 -0.364
H -7.72583 -2.09626 26.27313 0.019
H -7.36276 -0.73142 27.29948 -0.103
H -7.10677 -1.96936 23.99116 0.136
H -6.85241 -0.47237 23.27642 0.228
C -9.96118 -6.38105 33.71410 0.425
O -9.86255 -5.51406 34.55789 -0.600
N -10.84041 -7.44282 33.82719 -0.269
N -9.41778 -6.34870 32.45529 -0.005
H -11.54658 -7.44933 34.53599 0.256
H -10.91949 -7.94897 32.96209 0.067
H -8.84276 -5.52757 32.29505 -0.101
H -9.14425 -7.08230 31.82729 0.245
C -12.25807 0.24938 27.07780 0.578
O -12.50548 1.01978 27.99214 -0.652
N -12.50690 0.58142 25.76753 -0.432
N -11.56330 -0.91730 27.23128 0.156
H -12.94095 1.47039 25.61085 0.258
H -12.08995 0.03611 25.03891 0.139
H -11.36730 -1.28273 28.15083 -0.298
H -11.16943 -1.36784 26.42751 0.143
C -6.54795 -3.83064 36.56387 -1.247
C -5.19900 -3.12881 36.70414 0.366
C -5.25687 -1.60053 36.58972 -0.019
O -5.84207 -1.06222 37.75983 -0.321
C -5.78030 0.31964 37.78862 -0.763
N -4.59785 -3.53749 37.98307 -0.821
H -6.31297 -4.88992 36.42420 0.371
H -7.02530 -3.54132 35.62848 0.116
H -7.11163 -3.77276 37.49063 0.302
H -4.53839 -3.47918 35.90685 0.424
H -5.82785 -1.33947 35.68904 -0.231
H -4.22691 -1.22801 36.52164 0.407
H -6.46669 0.74445 38.52257 0.296
H -6.09690 0.81867 36.85799 0.180
H -4.79789 0.78043 37.96615 0.364
H -5.14379 -3.09666 38.71835 0.309
H -3.67378 -3.13339 38.10394 0.282
C -14.66054 -10.53156 33.53329 -1.541
C -13.46102 -10.23495 32.64031 0.444
C -13.43416 -8.77609 32.14357 -0.584
O -12.22011 -8.63245 31.42496 -0.419
C -12.07766 -7.41039 30.69742 -1.144
N -12.24544 -10.65939 33.32998 -0.708
H -15.56177 -10.72325 32.94622 0.379
H -14.84035 -9.68746 34.20112 0.367
H -14.50247 -11.46516 34.07051 0.419
H -13.55405 -10.79899 31.70535 0.278
H -13.48103 -8.08672 32.99504 0.214
H -14.26660 -8.65055 31.44245 0.416
H -12.69222 -7.51892 29.79361 0.704
H -11.04608 -7.42440 30.34780 0.171
H -12.31693 -6.50211 31.25034 0.503
H -12.27320 -10.36098 34.29988 0.278
H -11.44486 -10.20463 32.90629 0.277
C -9.04483 -5.19124 28.79859 -1.508
C -9.87256 -4.16565 29.57175 1.726
C -9.10381 -3.22511 30.46528 1.594
O -8.25363 -3.92466 31.35714 -0.980
C -7.97737 -3.21593 32.53366 -0.952
N -10.65451 -3.33097 28.65391 1.011
H -8.51986 -5.88364 29.46400 0.385
H -8.26568 -4.65257 28.24276 0.143
H -9.63719 -5.78657 28.10814 0.143
H -10.58461 -4.76753 30.15258 -0.783
H -9.78358 -2.57397 31.01724 -0.096
H -8.50204 -2.61107 29.78386 -1.068
H -8.82962 -3.06958 33.22069 0.232
H -7.60346 -2.19626 32.39005 0.412
H -7.29217 -3.80463 33.14444 0.548
H -10.04222 -2.86264 27.98392 0.324
H -11.19752 -3.93952 28.02539 -0.722
C -12.37565 -6.87499 27.45035 -0.975
C -12.69471 -5.98759 26.26544 0.355
C -14.18219 -5.58257 26.22891 -0.892
O -14.89387 -6.74682 25.85352 -0.338
C -16.09850 -6.50331 25.17155 -0.784
N -11.84230 -4.77455 26.31317 -0.487
H -11.40024 -7.36719 27.40171 -0.002
H -13.13158 -7.66693 27.45708 0.740
H -12.37304 -6.38722 28.42857 -0.257
H -12.56522 -6.57014 25.34420 0.287
H -14.29948 -4.73934 25.54900 0.541
H -14.43744 -5.40547 27.28087 0.214
H -16.05323 -6.63783 24.08622 0.256
H -16.48697 -5.50608 25.39903 0.335
H -16.87867 -7.19603 25.50086 0.257
H -12.20372 -4.16671 25.57393 0.260
H -10.91321 -4.98061 25.94760 0.198
C -9.59130 0.06339 34.52762 -1.225
C -8.31307 0.82653 34.95273 1.318
C -7.50040 1.25556 33.74825 -0.790
O -6.84501 0.09888 33.24961 -0.035
C -5.84264 0.46742 32.29688 -0.616
N -8.68951 1.96702 35.80740 -0.721
H -10.19847 -0.15682 35.40466 0.585
H -9.27211 -0.90324 34.12610 -0.167
H -10.15479 0.67172 33.82077 0.210
H -7.67307 0.15649 35.52582 -0.396
H -6.78976 1.99726 34.12504 0.528
H -8.11187 1.70420 32.95922 0.258
H -4.98249 -0.18223 32.46480 0.264
H -5.62021 1.53018 32.25439 0.435
H -6.18657 0.16750 31.29817 -0.045
H -9.51493 2.44061 35.46167 0.297
H -8.93468 1.55485 36.70005 0.354
```

The spin multiplicity is 1. The value obtained for the orbital gap is 8.10 eV. As for the HOMO energy: -8.69 eV.